A | The following is a DFT calculation (ωB97M-V with the def2-TZVPD basis set) of an isolated molecule of C7H11NO.

Results
LUMO energy (spin up / spin down) in Ha: 0.0275 / 0.0275
SMILES: CC1=C(O)[C@]2(C)N[C@@]12C
HOMO-LUMO gap (spin up / spin down) in eV: 7.00 / 7.01

Each line ends with the Löwdin charge.
Positions of all 20 atoms, in Å:
C (-1.511, -2.035, -0.029)  -0.047
C (-0.443, -0.994, -0.166)  -0.180
C (0.904, -1.020, -0.231)  -0.300
O (1.814, -1.959, -0.008)  0.113
C (1.268, 0.372, -0.618)  -0.186
C (2.011, 1.265, 0.325)  -0.077
N (0.135, 0.950, -1.508)  0.083
C (-0.571, 0.484, -0.416)  -0.317
C (-1.451, 1.367, 0.388)  -0.006
H (-1.085, -3.037, 0.065)  0.070
H (-2.144, -1.848, 0.846)  0.070
H (-2.185, -2.023, -0.893)  0.079
H (1.363, -2.778, 0.243)  0.120
H (2.357, 2.173, -0.177)  0.072
H (1.468, 1.562, 1.239)  0.068
H (2.907, 0.726, 0.650)  0.080
H (0.196, 1.968, -1.521)  0.109
H (-0.850, 1.943, 1.104)  0.082
H (-1.988, 2.072, -0.254)  0.086
H (-2.195, 0.809, 0.961)  0.081

***

B | The following is a DFT calculation (ωB97M-V with the def2-TZVPD basis set) of an isolated molecule of C7H11NO.

Results
LUMO energy in Ha: 0.0299
SMILES: C#C[C@H](C)[C@H](N)C(C)=O
HOMO-LUMO gap in eV: 10.32

Each line ends with the Löwdin charge.
Positions of all 20 atoms, in Å:
C (-1.273, -2.347, 0.178)  0.136
C (-0.404, -1.566, -0.091)  -0.112
C (0.654, -0.603, -0.472)  -0.339
C (2.027, -1.211, -0.156)  -0.073
C (0.453, 0.806, 0.149)  -0.295
N (1.100, 0.967, 1.476)  0.044
C (-1.033, 1.216, 0.279)  -0.396
C (-1.866, 1.290, -0.974)  -0.011
O (-1.522, 1.545, 1.366)  0.057
H (-2.049, -3.043, 0.406)  0.031
H (0.607, -0.483, -1.563)  0.138
H (2.109, -1.496, 0.900)  0.082
H (2.190, -2.123, -0.742)  0.083
H (2.836, -0.512, -0.390)  0.083
H (0.924, 1.547, -0.509)  0.151
H (0.726, 0.246, 2.097)  0.082
H (0.742, 1.836, 1.887)  0.078
H (-1.312, 0.926, -1.841)  0.075
H (-2.147, 2.331, -1.152)  0.092
H (-2.762, 0.677, -0.845)  0.093

***

C | The following is a DFT calculation (ωB97M-V with the def2-TZVPD basis set) of a structure of composition C7H11NO.

Results
LUMO energy in Ha: -0.0162
HOMO-LUMO gap in eV: 7.95

Each line ends with the Löwdin charge.
Positions of all 20 atoms, in Å:
C (-0.454, 0.261, 0.039)  -0.452
C (-1.939, 0.230, 0.449)  -0.114
C (0.246, 1.219, 1.001)  -0.097
C (-0.388, 0.744, -1.409)  -0.088
C (-0.213, -1.717, 0.294)  -0.308
C (1.150, -1.991, 0.133)  -0.030
N (2.656, -0.101, -0.560)  0.221
C (1.814, -0.873, -0.211)  -0.155
O (-1.188, -2.372, 0.482)  0.086
H (3.643, -0.244, -0.368)  0.127
H (1.552, -3.001, 0.108)  0.120
H (-2.077, -0.136, 1.469)  0.082
H (-2.540, -0.404, -0.207)  0.079
H (-2.352, 1.244, 0.394)  0.080
H (1.246, 1.506, 0.675)  0.053
H (0.300, 0.801, 2.010)  0.087
H (-0.302, 2.168, 1.059)  0.083
H (-0.955, 1.677, -1.526)  0.084
H (0.625, 0.979, -1.738)  0.057
H (-0.823, 0.010, -2.093)  0.086

***

Most favorable structure: B. The second most favorable one is 155.9 kJ/mol above it.

***

A | The following is a DFT calculation (ωB97M-V with the def2-TZVPD basis set) of a structure of composition C7H11NO.

Results
LUMO energy (spin up / spin down) in Ha: -0.0252 / -0.0253
HOMO-LUMO gap (spin up / spin down) in eV: 6.36 / 6.36

Each line ends with the Löwdin charge.
Positions of all 20 atoms, in Å:
C (-2.029, -0.288, -0.517)  -0.050
C (1.612, 0.935, -1.201)  -0.080
C (0.269, 0.726, 0.993)  -0.270
C (0.047, -0.667, 1.077)  -0.139
C (-0.545, -0.597, -0.522)  -0.497
C (0.342, 1.086, -0.395)  -0.172
C (0.421, -1.676, 1.848)  0.112
O (-0.177, 1.522, 1.966)  0.144
N (-0.136, -1.514, -1.358)  0.054
H (-0.202, 2.437, 1.648)  0.133
H (0.854, -1.727, -1.377)  0.021
H (-0.213, 1.995, -0.640)  0.128
H (-2.348, -0.053, -1.533)  0.081
H (-2.583, -1.163, -0.178)  0.082
H (-2.275, 0.553, 0.133)  0.074
H (0.067, -2.678, 1.634)  0.075
H (1.117, -1.549, 2.670)  0.071
H (1.347, 0.717, -2.238)  0.081
H (2.207, 0.101, -0.829)  0.079
H (2.225, 1.839, -1.178)  0.074

***

B | The following is a DFT calculation (ωB97M-V with the def2-TZVPD basis set) of an isolated molecule of C7H11NO.

Results
LUMO energy in Ha: 0.0324
SMILES: C[C@@H]1C(=O)N[C@@H]2C[C@]12C
HOMO-LUMO gap in eV: 10.05

Each line ends with the Löwdin charge.
Positions of all 20 atoms, in Å:
C (0.335, 0.856, 1.784)  -0.057
C (0.883, 0.102, 0.632)  -0.226
C (1.363, 1.059, -0.469)  -0.443
O (2.048, 2.020, -0.278)  0.095
N (0.946, 0.634, -1.751)  0.092
C (-0.220, -0.153, -1.640)  -0.212
C (-1.270, 0.492, -0.740)  -0.015
C (-0.291, -0.531, -0.155)  -0.370
C (-0.615, -1.914, 0.323)  -0.024
H (-0.340, 0.178, 2.299)  0.079
H (1.059, 1.204, 2.545)  0.099
H (-0.434, 1.606, 1.506)  0.095
H (1.659, -0.577, 0.921)  0.145
H (1.106, 1.349, -2.460)  0.150
H (-0.425, -0.866, -2.505)  0.168
H (-1.371, 1.484, -0.498)  0.076
H (-2.317, 0.059, -0.830)  0.129
H (-0.917, -2.467, -0.478)  0.040
H (0.237, -2.446, 0.805)  0.103
H (-1.436, -2.089, 0.987)  0.075

***

C | The following is a DFT calculation (ωB97M-V with the def2-TZVPD basis set) of an isolated molecule of C7H11NO.

Results
LUMO energy in Ha: 0.0364
SMILES: C1O[C@@H]1C1([C@H]2CN2)CC1
HOMO-LUMO gap in eV: 10.52

Each line ends with the Löwdin charge.
Positions of all 20 atoms, in Å:
C (-1.988, -0.565, 1.914)  -0.142
O (-1.117, 0.449, 2.139)  -0.084
C (-0.536, -0.514, 1.222)  -0.162
C (-0.191, 0.066, -0.189)  -0.300
C (0.854, 1.218, -0.166)  -0.269
C (2.245, 0.906, 0.016)  -0.152
N (1.759, 1.296, -1.337)  0.062
C (-1.200, -0.105, -1.325)  -0.073
C (-0.174, -1.134, -1.202)  -0.089
H (-2.039, -1.369, 2.690)  0.105
H (-2.896, -0.573, 1.151)  0.137
H (0.346, -1.056, 1.795)  0.168
H (0.536, 2.210, 0.309)  0.168
H (2.894, 1.540, 0.641)  0.112
H (2.495, -0.105, 0.195)  0.093
H (1.604, 0.470, -1.830)  0.025
H (-2.172, -0.333, -1.023)  0.079
H (-0.817, 0.720, -1.960)  0.132
H (0.546, -0.951, -2.017)  0.092
H (-0.149, -2.172, -1.024)  0.097

***

Most favorable structure: B. The second most favorable one is 372.5 kJ/mol above it.

***

A | The following is a DFT calculation (ωB97M-V with the def2-TZVPD basis set) of a cluster of 2 separate species, C7H11NO in total.

Results
LUMO energy (spin up / spin down) in Ha: -0.0289 / -0.0007
HOMO-LUMO gap (spin up / spin down) in eV: 5.95 / 7.77

Each line ends with the Löwdin charge.
Positions of all 20 atoms, in Å:
C (2.749, -1.503, 1.076)  0.039
C (-2.640, -1.209, -1.198)  0.005
C (2.693, -0.291, 0.536)  -0.135
C (-1.653, -0.612, -0.573)  -0.231
C (1.658, 0.281, -0.203)  -0.376
C (-2.481, 0.106, 1.393)  0.061
C (1.760, 1.545, -0.904)  -0.025
N (-0.562, 0.030, -0.945)  0.050
O (0.555, -0.376, -0.328)  -0.007
H (3.637, -1.755, 1.639)  0.055
H (1.988, -2.281, 1.054)  0.069
H (-2.610, -1.419, -2.239)  0.046
H (-3.494, -1.539, -0.670)  0.031
H (3.630, 0.196, 0.533)  0.098
H (-3.518, -0.299, 1.443)  0.028
H (-1.726, -0.385, 1.972)  -0.009
H (-2.296, 1.092, 1.055)  -0.012
H (1.090, 2.104, -0.196)  0.117
H (1.394, 1.517, -1.942)  0.094
H (2.793, 1.967, -0.857)  0.100

***

B | The following is a DFT calculation (ωB97M-V with the def2-TZVPD basis set) of a cluster of 2 separate species, C7H11NO in total.

Results
LUMO energy in Ha: 0.0259
SMILES: C=Cc1cc(C)c[nH]1.O
HOMO-LUMO gap in eV: 8.41

Each line ends with the Löwdin charge.
Positions of all 20 atoms, in Å:
C (-1.558, -2.575, 1.391)  0.024
C (-1.182, -2.247, 0.153)  -0.126
C (-0.373, -1.058, 0.076)  -0.237
C (0.833, -0.779, 0.770)  -0.003
C (1.268, 0.547, 0.390)  -0.264
C (2.675, 0.984, 0.601)  -0.081
C (0.197, 1.082, -0.378)  -0.104
N (-0.852, 0.222, -0.459)  0.073
H (-2.409, -3.233, 1.636)  0.062
H (-1.120, -2.111, 2.291)  0.074
H (-1.608, -2.761, -0.630)  0.070
H (1.401, -1.368, 1.395)  0.083
H (2.968, 1.816, 1.191)  0.043
H (3.243, 0.164, 1.041)  0.065
H (3.253, 1.270, -0.398)  0.118
H (0.174, 2.094, -0.777)  0.098
H (-1.634, 0.147, -1.059)  0.117
O (-1.955, 2.714, -2.722)  -0.088
H (-2.166, 1.920, -2.197)  0.014
H (-1.155, 3.171, -2.314)  0.062

***

Most favorable structure: B. The second most favorable one is 541.1 kJ/mol above it.